Formula: C23H27NO2
Source: OMol25
Level of theory: ωB97M-V/def2-TZVPD

Last column: Löwdin charge in e.
Atoms and positions in Å:
C -5.64846 -1.32979 1.59225  -0.03
C -4.19113 -1.14922 2.05311  -0.58
C -4.14383 -0.23995 3.29064  -0.04
C -3.64693 -2.51511 2.50366  -0.05
N -3.32644 -0.57998 1.00440  -0.12
C -3.02894 -1.47270 -0.10978  -0.19
C -1.84577 -1.03748 -0.83232  0.00
C -0.88227 -0.65605 -1.43723  -0.02
C 0.33833 -0.25130 -2.09929  -0.08
C 1.58592 -0.67380 -1.27231  -0.40
O 1.61111 -2.07180 -1.09013  0.04
C 1.65441 0.12571 0.01812  -0.08
C 0.84017 0.05922 1.12822  -0.01
C 1.09362 0.91873 2.19056  -0.07
C 2.13821 1.82657 2.13590  -0.07
C 2.96902 1.88778 1.02810  -0.01
C 2.72805 1.02718 -0.02860  -0.11
C 3.45330 0.82498 -1.27524  -0.11
C 4.59030 1.43588 -1.77528  -0.01
C 5.09747 1.00091 -2.99013  -0.08
C 4.48481 -0.02613 -3.69028  -0.08
C 3.33726 -0.63592 -3.19878  -0.01
C 2.82956 -0.20317 -1.99470  -0.10
C -3.70391 0.74334 0.51584  -0.16
C -2.53656 1.73495 0.64579  -0.24
O -2.08537 1.83808 1.97045  -0.07
H -6.22492 -1.82082 2.37208  0.09
H -5.69365 -1.94689 0.69698  0.08
H -6.11706 -0.37310 1.37467  0.08
H -4.38848 0.79264 3.06523  0.07
H -4.85500 -0.59940 4.03061  0.09
H -3.15058 -0.26247 3.73288  0.08
H -4.07144 -2.76502 3.47286  0.08
H -3.91681 -3.31372 1.81654  0.08
H -2.56466 -2.47885 2.60713  0.09
H -3.86739 -1.53605 -0.82938  0.13
H -2.82837 -2.47689 0.26588  0.11
H 0.34896 0.83321 -2.23559  0.14
H 0.39691 -0.73116 -3.08011  0.13
H 0.78496 -2.32754 -0.66202  0.09
H 0.02049 -0.64276 1.17558  0.11
H 0.46908 0.88307 3.07030  0.10
H 2.31024 2.48967 2.97088  0.10
H 3.79020 2.58809 0.99348  0.11
H 5.07556 2.23157 -1.23000  0.11
H 5.98591 1.46453 -3.39400  0.10
H 4.90369 -0.35613 -4.62961  0.10
H 2.86426 -1.44102 -3.74066  0.12
H -4.54585 1.14019 1.08403  0.11
H -4.00654 0.70375 -0.53901  0.13
H -2.86926 2.73310 0.35093  0.12
H -1.71280 1.42798 -0.01146  0.10
H -1.90862 0.93414 2.26088  0.05

Results
HOMO, eV: -8.2
F_max, hartree/bohr: 0.0120
Multiplicity: 1
DFT total energy, eV: -29872.8907